C21H21N5O3 | the ωB97M-V functional and the def2-TZVPD basis

```
50
Properties=species:S:1:pos:R:3:forces:R:3
C 2.225895 -6.487075 -3.173466 -0.34 -0.93 -0.18
O 1.360534 -6.340761 -2.021062 0.71 0.26 -0.58
C 1.056626 -5.041647 -1.686173 -0.10 -0.11 0.13
C 0.832920 -4.051178 -2.655483 -0.07 0.16 0.54
C 0.571338 -2.749906 -2.227924 -0.84 0.46 -0.07
C 0.340758 -2.439112 -0.869973 0.15 -0.70 0.11
C -0.030514 -1.049273 -0.452717 0.30 0.71 -0.61
C -0.602808 -0.727716 0.797836 -0.38 0.23 1.20
C -0.733621 0.589047 1.214825 -0.37 -2.36 0.07
C -0.371783 1.598355 0.323174 -0.21 0.30 1.45
C -0.323497 2.967333 0.572895 0.02 2.20 -0.46
N -0.766691 3.479747 1.786348 -0.13 -0.49 1.64
C -2.244126 3.575646 1.916749 1.17 1.11 1.38
C -2.601347 3.977257 3.374362 0.45 0.94 -0.64
O -1.841818 5.134337 3.864404 -0.61 -0.61 -0.48
C -0.423521 4.945407 3.846159 -0.72 -1.84 -1.55
C 0.043403 4.576769 2.401670 -1.00 0.29 -0.65
N 0.091812 3.841556 -0.351061 -0.49 -0.08 0.61
C 0.394470 3.354507 -1.568071 0.18 -1.35 1.19
C 0.664367 4.322863 -2.673552 -0.70 0.30 -0.37
C -0.571452 4.586133 -3.453125 0.20 -0.15 -0.37
N -1.492179 4.807745 -4.108163 0.36 -0.10 0.43
N 0.466247 2.070184 -1.824393 0.44 2.21 -2.09
C 0.111903 1.216961 -0.889952 0.03 -1.72 -1.43
N 0.245014 -0.060016 -1.283613 0.50 -1.65 0.10
C 0.493309 -3.484779 0.074952 -0.11 0.57 -0.94
C 0.902575 -4.766210 -0.312480 -0.27 0.88 0.14
C 1.057175 -5.789422 0.780096 -0.85 -1.13 -1.40
O -0.163465 -6.554768 0.951443 0.68 0.76 1.30
H 1.701261 -6.265309 -4.117017 0.16 0.01 0.41
H 2.575810 -7.534201 -3.224999 -0.58 0.36 0.26
H 3.139955 -5.910598 -3.101486 -0.05 0.58 0.21
H 0.764501 -4.301401 -3.720133 0.39 0.16 0.51
H 0.393184 -1.952220 -2.969674 0.22 -0.50 0.47
H -0.951557 -1.516365 1.470832 0.26 0.24 -0.23
H -1.130315 0.695586 2.216511 0.05 0.69 -0.12
H -2.742479 2.643705 1.705888 0.04 -0.46 -0.24
H -2.601282 4.341233 1.232302 -0.27 0.20 -0.17
H -2.446856 3.168773 4.063385 0.34 -0.68 0.30
H -3.688898 4.184025 3.391648 0.68 0.47 0.17
H 0.060218 5.850353 4.145648 0.03 0.68 0.18
H -0.114977 4.145441 4.543491 -0.25 0.11 -0.14
H -0.052686 5.460173 1.725015 0.38 -0.32 0.65
H 1.073498 4.207052 2.436353 -0.09 0.30 -0.12
H 1.440731 3.928520 -3.312512 0.04 -0.14 -0.35
H 0.978989 5.282748 -2.298731 0.21 0.27 0.37
H 0.279896 -3.300100 1.128371 0.21 -0.06 -0.23
H 1.265205 -5.314322 1.715875 0.09 0.18 0.52
H 1.837567 -6.496287 0.513649 0.38 0.04 0.14
H -0.473288 -6.818789 0.101880 -0.24 -0.32 -1.05
```
Forces are in eV/Å.

Results
- Relative energy (zero: lowest compared OMol25 entry of this formula, charge and spin): 93.4 kcal/mol
- LUMO: -0.62 eV
- Structure (SMILES): COc1ccc(-c2ccc3c(N4CCOCC4)nc(CC#N)nc3n2)cc1CO
- Maximum force: 0.060 Eh/bohr
- 2S+1: 1
- HOMO-LUMO gap: 8.09 eV